Entry i
ORCA calculation (ωB97M-V with the def2-TZVPD basis set) on a cluster of 12 separate species, C3H27NO13S in total.

Its LUMO energy is 5.1 eV. The HOMO energy is -0.9561 eV. The frontier orbital gap comes out at 6.02 eV. As for the net charge: -2.

CARTESIAN COORDINATES (ANGSTROEM)
O: 0.138 -2.332 -0.809
C: 0.732 -2.142 0.299
O: 1.882 -2.604 0.570
C: 0.141 -1.376 1.559
C: -1.100 -2.009 2.098
S: -2.248 -1.187 3.217
N: 0.149 0.134 1.433
H: 0.829 -1.517 2.528
H: -1.716 -2.528 1.354
H: -0.860 -2.894 2.623
H: 0.350 0.348 2.465
H: -0.753 0.488 1.149
H: 1.528 0.420 0.107
H: 2.708 -0.394 -0.294
O: 2.431 0.456 -0.356
H: 0.852 0.961 -2.579
H: 0.600 0.363 -1.223
O: 0.421 1.174 -1.866
H: 3.704 -1.356 -0.898
H: 3.182 -0.986 -2.366
O: 3.979 -0.908 -1.736
H: 1.508 2.841 -1.337
H: 3.040 2.258 -1.122
O: 2.540 3.124 -1.096
H: -3.232 0.886 -0.199
H: -4.442 0.079 -0.837
O: -3.626 0.725 -1.070
H: -2.172 -1.187 -2.263
H: -1.675 0.156 -2.829
O: -1.490 -0.764 -2.838
H: -1.717 2.899 0.774
H: -2.948 3.154 1.617
O: -2.453 3.462 0.914
H: 0.505 2.488 0.605
H: -0.192 2.141 -0.674
O: -0.106 2.834 -0.085
H: 2.600 2.357 0.684
H: 2.267 3.620 1.381
O: 2.621 2.727 1.583
H: 1.543 -1.829 -2.947
H: 0.537 -0.756 -2.375
O: 1.430 -0.938 -2.898
H: -2.533 -2.265 -0.242
H: -3.505 -1.488 0.631
O: -3.231 -1.586 -0.183


Entry ii
ORCA calculation (ωB97M-V with the def2-TZVPD basis set) on a cluster of 12 separate species, C3H27NO13S in total.

Its LUMO energy is 5.2 eV. The HOMO energy is -0.9582 eV. The frontier orbital gap comes out at 6.13 eV. As for the net charge: -2.

CARTESIAN COORDINATES (ANGSTROEM)
O: 0.536 -1.494 -1.476
C: 1.387 -1.445 -0.529
O: 2.568 -1.828 -0.597
C: 0.888 -0.701 0.733
C: 0.525 -1.722 1.801
S: 0.501 -1.026 3.452
N: -0.259 0.134 0.360
H: 1.711 -0.062 1.028
H: -0.481 -2.153 1.640
H: 1.229 -2.577 1.715
H: -1.049 -0.334 0.787
H: -0.468 0.031 -0.632
H: 2.435 0.759 -1.394
H: 3.495 0.962 -0.303
O: 3.070 1.408 -1.071
H: 0.138 0.217 -3.188
H: -1.332 -0.016 -3.154
O: -0.684 0.733 -3.233
H: 3.644 -0.410 1.700
H: 3.939 -0.941 0.274
O: 4.141 -0.205 0.897
H: -0.139 2.437 -2.452
H: 1.187 3.027 -2.115
O: 0.266 3.296 -2.233
H: -3.015 -1.417 0.310
H: -3.245 0.007 -0.098
O: -3.271 -0.898 -0.463
H: -2.627 -1.401 -2.156
H: -1.231 -2.116 -2.297
O: -1.913 -1.625 -2.788
H: -2.667 2.355 0.241
H: -3.717 1.969 1.302
O: -3.329 1.646 0.484
H: -1.142 3.657 0.921
H: -1.125 3.522 -0.560
O: -1.741 3.763 0.161
H: 1.460 2.559 0.280
H: -0.006 1.951 0.532
O: 0.589 2.722 0.645
H: 0.557 -3.251 -1.998
H: -0.054 -4.033 -0.895
O: 0.270 -4.175 -1.792
H: -1.960 1.094 2.594
H: -1.681 0.286 3.904
O: -2.382 0.657 3.342


Need the numbers? Relative energies in eV: entry i 5.678; entry ii 0.000.


Entry i
ORCA calculation (ωB97M-V with the def2-TZVPD basis set) on a cluster of 2 separate species, CH4FN in total.

Its LUMO energy (spin up / spin down) is 0.6 / 0.6 eV. The HOMO energy (spin up / spin down) is -8.0460 / -8.0484 eV. The frontier orbital gap (spin up / spin down) comes out at 8.64 / 8.64 eV.

CARTESIAN COORDINATES (ANGSTROEM)
C: 0.331 -0.263 -0.301
N: -0.597 0.763 -0.100
F: 1.547 0.119 0.085
H: 0.415 -0.863 -1.205
H: 0.295 -1.614 1.202
H: -1.506 0.362 -0.247
H: -0.484 1.495 0.567


Entry ii
ORCA calculation (ωB97M-V with the def2-TZVPD basis set) on a structure of composition CH4FN.

Its LUMO energy is 1.1 eV. The HOMO energy is -9.4801 eV. The frontier orbital gap comes out at 10.60 eV.

CARTESIAN COORDINATES (ANGSTROEM)
C: 0.493 -0.180 -0.574
N: -0.890 0.394 0.567
F: 0.227 -1.398 -1.003
H: 1.219 -0.187 0.115
H: 0.477 0.595 -1.381
H: -1.278 -0.250 1.234
H: -0.248 1.026 1.043


Need the numbers? Relative energies in eV: entry i 1.529; entry ii 0.000.


Entry i
ORCA calculation (ωB97M-V with the def2-TZVPD basis set) on a structure of composition C23H31MoN2O2PSe2Te2.

Its LUMO energy (spin up / spin down) is -1.0 / -1.0 eV. The HOMO energy (spin up / spin down) is -6.9243 / -6.9285 eV. The frontier orbital gap (spin up / spin down) comes out at 5.91 / 5.91 eV.

CARTESIAN COORDINATES (ANGSTROEM)
Mo: -0.103 -1.051 -1.054
O: -1.206 0.470 -1.746
C: -2.389 0.373 -2.333
C: -2.676 1.211 -3.418
C: -3.910 1.165 -4.027
C: -4.913 0.304 -3.563
C: -4.651 -0.507 -2.487
C: -3.388 -0.507 -1.870
C: -3.174 -1.334 -0.722
N: -2.013 -1.612 -0.239
N: -2.023 -2.336 0.945
C: -0.821 -2.365 1.417
O: 0.171 -1.748 0.807
C: -0.512 -3.061 2.681
C: -1.526 -3.662 3.424
C: -1.222 -4.312 4.607
C: 0.093 -4.367 5.055
C: 1.104 -3.772 4.314
C: 0.804 -3.119 3.128
H: -1.899 1.876 -3.772
H: -4.107 1.807 -4.876
H: -5.880 0.283 -4.047
H: -5.414 -1.175 -2.106
H: -4.034 -1.752 -0.204
H: -2.544 -3.611 3.063
H: -2.011 -4.777 5.184
H: 0.329 -4.878 5.980
H: 2.129 -3.820 4.659
H: 1.583 -2.657 2.538
Se: -0.815 -2.277 -3.031
Te: 0.725 -4.178 -3.731
Te: 2.789 -2.516 -3.787
Se: 2.286 -1.698 -1.455
C: 2.864 -0.119 1.491
C: 2.780 1.029 0.482
C: 3.253 2.320 1.160
P: 1.142 1.116 -0.377
C: 1.313 2.159 -1.903
C: 1.636 1.334 -3.150
C: 2.288 3.334 -1.815
C: -0.065 2.019 0.704
C: -0.179 1.353 2.081
C: 0.088 3.534 0.827
H: 3.913 -0.298 1.736
H: 2.437 -1.047 1.123
H: 2.346 0.143 2.416
H: 3.461 0.803 -0.346
H: 2.624 2.573 2.013
H: 3.281 3.176 0.492
H: 4.265 2.164 1.543
H: 0.295 2.541 -2.019
H: 2.612 0.852 -3.070
H: 1.656 1.998 -4.017
H: 0.904 0.550 -3.338
H: 3.317 2.979 -1.720
H: 2.080 4.012 -0.991
H: 2.232 3.907 -2.742
H: -1.001 1.828 0.176
H: 0.672 1.590 2.720
H: -0.251 0.268 2.002
H: -1.076 1.716 2.587
H: 1.024 3.820 1.307
H: -0.727 3.923 1.442
H: 0.030 4.029 -0.142


Entry ii
ORCA calculation (ωB97M-V with the def2-TZVPD basis set) on a structure of composition C23H31MoN2O2PSe2Te2.

Its LUMO energy (spin up / spin down) is -1.0 / -1.1 eV. The HOMO energy (spin up / spin down) is -6.8023 / -6.8101 eV. The frontier orbital gap (spin up / spin down) comes out at 5.77 / 5.70 eV.

CARTESIAN COORDINATES (ANGSTROEM)
Mo: -0.343 -0.375 -0.213
O: 0.667 -0.924 1.222
C: 1.065 -0.477 2.455
C: 1.686 -1.375 3.292
C: 2.111 -0.949 4.548
C: 1.909 0.361 4.951
C: 1.275 1.248 4.090
C: 0.848 0.839 2.835
C: 0.152 1.809 1.973
N: -0.287 1.524 0.819
N: -1.025 2.566 0.201
C: -1.574 2.106 -0.861
O: -1.366 0.858 -1.280
C: -2.463 2.939 -1.694
C: -2.913 2.436 -2.909
C: -3.741 3.210 -3.711
C: -4.121 4.476 -3.293
C: -3.679 4.974 -2.072
C: -2.851 4.208 -1.271
H: 1.815 -2.396 2.957
H: 2.598 -1.652 5.211
H: 2.232 0.689 5.930
H: 1.098 2.273 4.395
H: -0.035 2.810 2.354
H: -2.623 1.440 -3.212
H: -4.089 2.822 -4.659
H: -4.775 5.076 -3.913
H: -3.987 5.959 -1.745
H: -2.502 4.578 -0.316
Se: -2.480 -0.633 1.286
Te: -2.515 -3.110 1.583
Te: -2.774 -3.609 -1.037
Se: -0.665 -2.325 -1.654
C: 2.501 -1.939 -3.075
C: 2.732 -0.433 -2.941
C: 4.227 -0.139 -3.122
P: 1.944 0.338 -1.449
C: 1.731 2.101 -1.986
C: 0.754 2.143 -3.180
C: 2.943 2.950 -2.383
C: 3.120 0.230 -0.019
C: 3.433 -1.252 0.247
C: 4.410 1.054 0.027
H: 2.997 -2.294 -3.982
H: 1.448 -2.194 -3.147
H: 2.920 -2.492 -2.234
H: 2.185 0.047 -3.757
H: 4.824 -0.767 -2.458
H: 4.506 0.896 -2.948
H: 4.515 -0.392 -4.146
H: 1.258 2.569 -1.119
H: 1.316 2.091 -4.115
H: 0.206 3.086 -3.187
H: 0.027 1.335 -3.188
H: 3.389 2.587 -3.309
H: 3.719 3.006 -1.625
H: 2.598 3.969 -2.581
H: 2.507 0.596 0.804
H: 4.226 -1.595 -0.420
H: 2.573 -1.908 0.117
H: 3.793 -1.369 1.272
H: 5.050 0.905 -0.840
H: 4.978 0.741 0.908
H: 4.216 2.119 0.139


Need the numbers? Relative energies in eV: entry i 0.000; entry ii 0.128.


Entry i
ORCA calculation (ωB97M-V with the def2-TZVPD basis set) on the molecule C3H3F2IO.

Its LUMO energy is 0.0 eV. The HOMO energy is -10.0237 eV. The frontier orbital gap comes out at 9.98 eV. Its SMILES is O=CCC(F)(F)I.

CARTESIAN COORDINATES (ANGSTROEM)
O: -1.115 1.527 -0.789
C: -1.428 0.416 -0.473
C: -0.469 -0.647 -0.160
C: 1.124 0.185 0.290
F: 1.669 0.900 -0.664
F: 0.962 1.022 1.389
I: 2.477 -1.397 1.004
H: -2.461 0.220 -0.297
H: -0.582 -1.105 0.817
H: -0.177 -1.121 -1.117


Entry ii
ORCA calculation (ωB97M-V with the def2-TZVPD basis set) on the molecule C3H3F2IO.

Its LUMO energy is -0.7 eV. The HOMO energy is -9.2796 eV. The frontier orbital gap comes out at 8.53 eV. Its SMILES is COC(I)=C(F)F.

CARTESIAN COORDINATES (ANGSTROEM)
C: -1.512 0.143 -0.026
O: -0.433 0.780 -0.608
C: 0.862 0.429 -0.336
I: 2.177 2.355 -0.447
C: 1.258 -0.769 0.095
F: 2.519 -1.090 0.443
F: 0.411 -1.816 0.258
H: -1.852 -0.644 -0.628
H: -2.302 0.848 0.268
H: -1.127 -0.237 0.980


Need the numbers? Relative energies in eV: entry i 0.000; entry ii 0.721.


Entry i
ORCA calculation (ωB97M-V with the def2-TZVPD basis set) on the molecule C22H25N5O2S.

Its LUMO energy is 0.1 eV. The HOMO energy is -7.7894 eV. The frontier orbital gap comes out at 7.85 eV. Its SMILES is CC(C)OCCCNC(=O)c1c(N)n(Cc2cccs2)c2nc3ccccc3nc12.

CARTESIAN COORDINATES (ANGSTROEM)
C: -6.597 -2.127 -1.396
C: -6.095 -1.008 -0.487
C: -6.932 -0.936 0.793
O: -6.178 0.183 -1.260
C: -5.589 1.347 -0.736
C: -4.054 1.296 -0.626
C: -3.555 1.041 0.800
N: -2.118 0.967 0.851
C: -1.450 -0.181 1.079
O: -1.996 -1.251 1.355
C: -0.004 -0.053 0.979
C: 0.878 -1.109 1.196
N: 0.524 -2.330 1.623
N: 2.173 -0.707 0.980
C: 3.363 -1.519 1.087
C: 3.323 -2.683 0.151
C: 3.425 -4.009 0.446
C: 3.321 -4.837 -0.694
C: 3.132 -4.127 -1.834
S: 3.084 -2.432 -1.548
C: 2.155 0.610 0.600
N: 3.180 1.346 0.292
C: 2.862 2.624 -0.056
C: 3.897 3.506 -0.409
C: 3.613 4.796 -0.767
C: 2.287 5.254 -0.785
C: 1.257 4.421 -0.446
C: 1.512 3.087 -0.073
N: 0.466 2.291 0.257
C: 0.783 1.060 0.592
H: -6.014 -2.146 -2.312
H: -7.638 -1.950 -1.655
H: -6.509 -3.087 -0.895
H: -5.047 -1.210 -0.222
H: -6.535 -0.198 1.486
H: -7.958 -0.669 0.547
H: -6.926 -1.904 1.286
H: -6.022 1.607 0.240
H: -5.881 2.121 -1.450
H: -3.683 0.513 -1.289
H: -3.637 2.245 -0.970
H: -3.902 1.846 1.459
H: -3.925 0.087 1.183
H: -1.572 1.774 0.576
H: 1.132 -3.120 1.490
H: -0.490 -2.450 1.631
H: 3.478 -1.882 2.116
H: 4.197 -0.851 0.848
H: 3.582 -4.384 1.443
H: 3.382 -5.909 -0.660
H: 3.015 -4.492 -2.834
H: 4.909 3.132 -0.389
H: 4.411 5.472 -1.038
H: 2.085 6.276 -1.070
H: 0.231 4.756 -0.454


Entry ii
ORCA calculation (ωB97M-V with the def2-TZVPD basis set) on the molecule C22H25N5O2S.

Its LUMO energy is 0.0 eV. The HOMO energy is -7.9843 eV. The frontier orbital gap comes out at 8.00 eV. Its SMILES is Cc1ccc(S(=O)(=O)c2c(N)n(CCCN(C)C)c3nc4ccccc4nc23)cc1.

CARTESIAN COORDINATES (ANGSTROEM)
C: -6.803 -0.048 0.550
C: -5.510 0.638 0.231
C: -4.938 1.525 1.137
C: -3.729 2.137 0.855
C: -3.101 1.866 -0.343
S: -1.491 2.561 -0.676
O: -1.280 3.745 0.144
O: -1.311 2.717 -2.093
C: -0.393 1.337 -0.032
C: 0.732 1.633 0.720
N: 1.198 2.871 0.974
N: 1.345 0.476 1.142
C: 2.587 0.322 1.859
C: 3.761 0.067 0.914
C: 4.091 1.300 0.052
N: 5.082 1.111 -0.985
C: 4.645 0.263 -2.072
C: 6.388 0.731 -0.494
C: 0.621 -0.584 0.660
N: 0.868 -1.846 0.849
C: -0.044 -2.684 0.286
C: 0.130 -4.072 0.427
C: -0.777 -4.939 -0.116
C: -1.893 -4.457 -0.818
C: -2.090 -3.113 -0.975
C: -1.174 -2.190 -0.434
N: -1.402 -0.869 -0.615
C: -0.509 -0.070 -0.082
C: -3.648 0.990 -1.260
C: -4.854 0.381 -0.969
H: -7.389 -0.209 -0.352
H: -6.602 -1.022 0.997
H: -7.390 0.533 1.256
H: -5.441 1.735 2.070
H: -3.272 2.833 1.542
H: 0.518 3.600 0.775
H: 1.858 3.015 1.719
H: 2.463 -0.541 2.520
H: 2.768 1.212 2.468
H: 3.501 -0.776 0.272
H: 4.631 -0.211 1.510
H: 3.180 1.651 -0.441
H: 4.454 2.103 0.703
H: 4.585 -0.803 -1.803
H: 3.666 0.593 -2.414
H: 5.352 0.364 -2.895
H: 6.438 -0.308 -0.135
H: 7.109 0.844 -1.304
H: 6.675 1.398 0.318
H: 0.994 -4.421 0.973
H: -0.641 -6.005 -0.006
H: -2.597 -5.161 -1.237
H: -2.939 -2.719 -1.512
H: -3.122 0.805 -2.182
H: -5.295 -0.305 -1.678


Need the numbers? Relative energies in eV: entry i 0.000; entry ii 1.381.


Entry i
ORCA calculation (ωB97M-V with the def2-TZVPD basis set) on the molecule CHBrF2OS.

Its LUMO energy is -0.8 eV. The HOMO energy is -10.5545 eV. The frontier orbital gap comes out at 9.76 eV.

CARTESIAN COORDINATES (ANGSTROEM)
C: -0.644 0.069 0.355
O: 0.697 -1.201 -1.586
F: -1.629 -0.666 -0.058
F: -0.604 0.116 1.708
S: 0.937 -0.820 -0.196
Br: 1.871 1.204 -0.313
H: -0.628 1.297 0.090


Entry ii
ORCA calculation (ωB97M-V with the def2-TZVPD basis set) on a cluster of 2 separate species, CHBrF2OS in total.

Its LUMO energy (spin up / spin down) is -0.5 / -0.9 eV. The HOMO energy (spin up / spin down) is -8.9538 / -8.9375 eV. The frontier orbital gap (spin up / spin down) comes out at 8.44 / 8.02 eV.

CARTESIAN COORDINATES (ANGSTROEM)
C: -0.192 -0.846 -0.173
O: -1.453 0.507 -2.921
F: -1.207 -0.315 0.429
F: -0.207 -2.141 0.018
S: -0.345 -0.376 -2.699
Br: 1.772 0.361 -2.602
H: 0.694 -0.433 -0.109


Need the numbers? Relative energies in eV: entry i 0.000; entry ii 1.244.


Entry i
ORCA calculation (ωB97M-V with the def2-TZVPD basis set) on a structure of composition ClH18O9.

Its LUMO energy is 3.4 eV. The HOMO energy is -7.0394 eV. The frontier orbital gap comes out at 10.43 eV. As for the net charge: -1.

CARTESIAN COORDINATES (ANGSTROEM)
Cl: 0.102 0.047 0.068
O: -1.853 1.383 1.190
H: -1.548 1.899 1.937
H: -1.156 0.744 1.040
O: 2.094 1.443 -1.021
H: 1.251 1.242 -0.616
H: 2.613 1.831 -0.316
O: -0.331 -1.233 -2.001
H: -1.024 -0.739 -2.438
H: -0.356 -0.929 -1.094
O: 0.553 1.250 2.392
H: 0.347 1.138 1.464
H: 0.772 0.370 2.697
O: -0.238 1.835 -1.950
H: -1.053 1.533 -2.350
H: -0.044 1.183 -1.277
O: -2.472 0.361 -0.857
H: -1.790 0.453 -0.192
H: -3.283 0.595 -0.405
O: 2.009 -1.017 1.442
H: 1.359 -0.524 0.942
H: 2.206 -1.777 0.895
O: -0.973 -1.995 1.170
H: -0.730 -1.084 1.008
H: -0.473 -2.496 0.526
O: 1.657 -2.013 -0.896
H: 1.379 -1.106 -1.022
H: 0.983 -2.395 -0.334


Entry ii
ORCA calculation (ωB97M-V with the def2-TZVPD basis set) on a cluster of 10 separate species, ClH18O9 in total.

Its LUMO energy is 3.0 eV. The HOMO energy is -7.3097 eV. The frontier orbital gap comes out at 10.34 eV. As for the net charge: -1.

CARTESIAN COORDINATES (ANGSTROEM)
Cl: 4.001 -9.024 5.767
O: 6.970 -11.230 4.752
H: 6.652 -10.326 4.623
H: 6.260 -11.678 5.233
O: 1.343 -10.023 3.547
H: 1.957 -9.595 4.162
H: 1.429 -10.960 3.747
O: 5.603 -11.343 7.797
H: 6.415 -10.888 8.045
H: 5.137 -10.685 7.261
O: 4.097 -12.175 4.946
H: 3.214 -12.527 5.080
H: 3.990 -11.205 5.014
O: 1.334 -6.785 4.601
H: 1.477 -5.840 4.714
H: 1.985 -7.191 5.188
O: 2.523 -7.287 8.029
H: 2.683 -7.793 7.214
H: 1.704 -7.647 8.381
O: 5.467 -8.377 8.959
H: 5.387 -7.419 8.962
H: 4.870 -8.644 8.243
O: 6.393 -8.459 3.473
H: 6.122 -8.233 2.579
H: 5.612 -8.272 4.014
O: 4.772 -5.959 5.024
H: 5.015 -5.520 5.844
H: 4.515 -6.859 5.302


Entry iii
ORCA calculation (ωB97M-V with the def2-TZVPD basis set) on a cluster of 10 separate species, ClH18O9 in total.

Its LUMO energy is 2.6 eV. The HOMO energy is -7.4054 eV. The frontier orbital gap comes out at 9.97 eV. As for the net charge: -1.

CARTESIAN COORDINATES (ANGSTROEM)
Cl: 0.051 -0.258 -0.045
O: -2.215 2.274 0.922
H: -1.293 1.989 0.876
H: -2.196 3.236 0.934
O: 1.308 -1.011 -3.047
H: 0.938 -0.794 -2.173
H: 1.855 -0.247 -3.257
O: 0.807 2.678 -1.375
H: 1.067 3.445 -0.855
H: 0.713 1.952 -0.735
O: 3.177 -1.512 0.035
H: 3.205 -1.411 0.992
H: 2.256 -1.291 -0.186
O: 0.332 -3.796 0.347
H: 0.365 -2.829 0.392
H: 1.236 -4.038 0.118
O: 1.809 1.427 2.208
H: 1.714 2.369 2.038
H: 1.069 1.006 1.734
O: -2.098 1.353 -2.451
H: -1.437 1.119 -1.780
H: -2.928 1.326 -1.965
O: -2.999 -1.602 -0.440
H: -3.560 -0.826 -0.354
H: -2.094 -1.240 -0.411
O: -0.671 -1.199 3.056
H: 0.262 -1.241 3.286
H: -0.670 -0.880 2.135


Need the numbers? Relative energies in eV: entry i 7.002; entry ii 0.000; entry iii 0.181.